Density functional theory data (ωB97M-V with the def2-TZVPD basis set) for a 6-piece molecular cluster, C8H27ClN9O9 overall at a distorted geometry.

Structure (XYZ):
```
54
C8H27ClN9O9 | the Open Molecules 2025 dataset | ωB97M-V with the def2-TZVPD basis set
Cl -1.44164 -0.10048 0.75260
O -2.64868 0.55036 0.39887
O -7.55408 -4.55725 2.44815
O 0.88218 7.68357 0.90328
O 4.08198 -5.52958 0.21663
O -1.70866 -1.19260 1.56546
O -0.61051 -0.26005 -0.35214
O 2.94089 -3.84304 -5.31152
O -0.44073 -6.85412 -2.35809
O -0.77204 0.80237 1.63820
N 2.67756 -4.37254 1.52350
N -1.93449 -6.70271 -3.96156
N 1.36007 -2.31892 -5.14737
N 0.67615 8.08875 3.60194
N -2.07323 -5.36470 -2.20342
N -6.38388 -3.70696 0.93408
N 4.60025 -4.79572 2.22881
N -6.38531 -2.60616 2.70888
N 2.67761 -2.25931 -6.80827
C 1.82581 8.57437 2.97098
C -1.47638 -6.39440 -2.80471
C 3.77381 -4.90576 1.21549
C 2.03249 7.63469 1.69250
C 2.32982 -2.87993 -5.78376
C 2.88755 8.67132 4.08073
C -6.86861 -3.63831 2.08117
C 0.62947 6.51948 0.01253
H 1.98939 -4.29156 0.78868
H -0.25782 6.65144 -0.60666
H -1.54116 -7.51442 -4.41599
H 5.38637 -5.42702 2.28854
H 1.63934 9.60711 2.67641
H -5.63246 -3.04253 0.81569
H 1.03791 -2.80658 -4.32367
H 0.64192 5.59445 0.58895
H 4.40256 -4.20824 3.02624
H 2.62158 -3.69395 2.26948
H -6.39210 -2.61415 3.71883
H 2.83305 8.16176 1.17347
H 3.84866 9.04870 3.73150
H 3.46150 -2.65690 -7.30581
H -5.94797 -1.87480 2.16671
H 2.58937 9.25144 4.95403
H 3.06747 7.69182 4.52380
H 2.26318 -1.35906 -7.00299
H -2.97388 -5.24044 -2.64327
H 0.05457 8.82848 3.89614
H -1.78516 -4.93523 -1.33584
H 0.96281 -1.41858 -5.37467
H 2.27639 6.58507 1.85655
H -6.55600 -4.51622 0.35479
H 0.15566 7.61154 2.87982
H 1.53024 6.57732 -0.59851
H -2.75283 -6.25184 -4.34514
```

As for the charge: -1. The value obtained for the total energy is -1950.96369 hartree. Its gap between HOMO and LUMO is 7.94 eV. The value obtained for the HOMO energy is -5.72 eV.

Density functional theory data (ωB97M-V with the def2-TZVPD basis set) for C8H27O5 as an isolated structure at a distorted geometry.

Structure (XYZ):
```
40
C8H27O5 | the Open Molecules 2025 dataset | ωB97M-V with the def2-TZVPD basis set
O 0.57468 -2.47620 -1.16080
O 1.91368 -0.00320 -2.02580
O -0.30532 0.11180 -0.56280
O 0.23568 -0.80320 2.02420
O 0.20068 2.44080 0.72120
C -1.30432 3.22880 -0.81380
C -0.44932 -3.40120 -1.62980
C -0.73932 -0.22020 2.86020
C 2.99668 0.68680 -0.05380
C -2.11932 -0.30420 2.12920
C -0.82232 3.29080 0.61320
C 3.17568 -0.16120 -1.35780
C -1.80032 -2.99720 -1.09680
H 1.41268 -2.82320 -1.43380
H -2.06332 3.96880 -0.91780
H 1.10668 -1.13220 2.45420
H 4.06168 0.26580 -1.72580
H -0.32632 -4.45420 -1.34480
H -2.05632 -2.95820 -0.06080
H -1.54132 2.32980 -1.30480
H 0.45168 -0.21920 -1.07580
H 1.99668 -0.10920 -2.85480
H -0.49732 4.27480 0.81620
H -2.46132 -3.78420 -1.56780
H -2.93132 0.12980 2.76820
H -0.43132 0.77080 3.11220
H -2.47232 -1.26520 1.80020
H 0.77768 2.91480 1.34020
H -0.11432 1.13780 -0.49580
H -0.70032 -3.45820 -2.76880
H -2.25132 0.37280 1.21120
H 2.47568 -0.00920 0.74120
H -1.95832 2.99880 1.31120
H -0.50032 -0.30020 0.29620
H -0.47432 3.69480 -1.41880
H -2.15132 -1.98120 -1.39780
H 2.65968 1.63080 -0.22880
H -0.86632 -0.71920 3.90020
H 4.20168 0.68080 0.26720
H 3.09668 -1.34920 -1.06880
```

As for the energy above the lowest of the compared OMol25 structures with the same formula, charge and spin: 4.977 eV. As for the charge: +1. The value obtained for the total energy is -696.76701 hartree. Its gap between HOMO and LUMO is 11.16 eV. The value obtained for the HOMO energy is -13.51 eV.

Density functional theory data (ωB97M-V with the def2-TZVPD basis set) for C8H28AuN2OP2 as an isolated structure at a distorted geometry.

Structure (XYZ):
```
42
C8H28AuN2OP2 | the Open Molecules 2025 dataset | ωB97M-V with the def2-TZVPD basis set
Au -0.06063 0.02979 -0.66904
P -0.05626 -2.30979 -0.97288
P 0.04684 2.35924 -0.98743
O -0.47247 -0.22515 1.27377
N -1.96778 -0.88075 2.72259
N 0.06993 0.00644 3.49470
C -1.34914 -3.24286 -0.06161
C 1.40620 0.61116 3.47140
C 1.46513 -3.28213 -0.63973
C 1.66098 3.22125 -0.83102
C -0.41658 -2.70558 -2.72530
C -1.07180 3.39066 0.03865
C -0.46516 2.76684 -2.69981
C -0.73634 -0.35909 2.46831
H 1.57657 4.28509 -1.12322
H -0.78281 3.30591 1.09733
H 2.30147 -2.84824 -1.20956
H -2.57049 -1.11945 1.94038
H -1.48907 2.39865 -2.86370
H 1.78373 0.77869 2.44969
H 1.23214 -0.46335 0.25860
H -2.33265 -2.79861 -0.28043
H -0.42662 3.85558 -2.87509
H -1.38371 -2.25863 -3.00078
H 2.01312 3.16072 0.21098
H 2.39905 2.72201 -1.47759
H -0.44927 -3.79686 -2.88547
H 2.10906 -0.04078 4.01966
H 0.20373 2.24849 -3.40298
H -2.10190 3.01727 -0.06605
H 1.70984 -3.23034 0.43285
H -1.35577 -4.30965 -0.35294
H -0.28910 -0.13600 4.43935
H -1.16921 -3.16164 1.02120
H 1.24141 0.53080 0.25728
H -1.03377 4.45305 -0.26734
H -2.27057 -0.99159 3.66922
H 1.33546 -4.34232 -0.93048
H -1.17705 0.03828 -1.68771
H 1.38950 1.57337 4.01444
H 0.36285 -2.25532 -3.35804
H 1.12112 0.00483 -1.91218
```

As for the charge: +1. As for the multiplicity: 3. The value obtained for the total energy is -1324.31018 hartree. Its gap between HOMO and LUMO (alpha / beta) is 5.93 / 9.57 eV. The value obtained for the HOMO energy (alpha / beta) is -8.09 / -12.49 eV.

Density functional theory data (ωB97M-V with the def2-TZVPD basis set) for a 7-piece molecular cluster, C8H28BF4O10 overall at a distorted geometry.

Structure (XYZ):
```
51
C8H28BF4O10 | the Open Molecules 2025 dataset | ωB97M-V with the def2-TZVPD basis set
F -0.30060 1.19222 1.40899
F 0.01762 0.39080 -0.56984
F -0.24224 -0.95821 1.11645
F 1.64610 0.12398 1.07920
O 2.02473 2.55310 1.99069
O 2.11574 -1.31448 -1.62112
O 0.86727 0.42440 4.05747
O -3.12757 -2.59892 5.11374
O -2.98086 1.25409 -0.17469
O 1.32855 -1.58436 -4.50571
O 4.08261 -0.14889 0.62438
O -0.39389 3.44799 -0.26417
O -1.40945 -0.47555 -4.06508
O -1.35876 -1.52351 3.27239
C 4.18101 -1.30148 -0.32562
C 0.81841 -0.31752 -4.92640
C -1.52088 3.13681 -1.10196
C -2.16610 -2.52390 2.86421
C 3.47350 -0.85616 -1.66539
C -2.82135 2.69133 -0.29505
C -0.20319 0.34055 -4.00267
C -3.38421 -2.72983 3.76834
B 0.31731 0.23148 0.74517
H 1.75233 0.58867 3.73201
H 0.14060 2.67913 -0.05258
H 1.67327 -0.74743 -0.98529
H 3.79698 -1.32177 -2.59635
H 5.22808 -1.58882 -0.42147
H 0.23112 0.28614 -3.00443
H -2.38132 -2.32232 1.81486
H 1.63461 2.98810 2.74886
H 1.48408 -1.53737 -3.55956
H 3.79145 -2.21037 0.13293
H -1.24479 2.28902 -1.72896
H -2.18470 0.88958 0.21886
H -3.95575 -3.62991 3.54186
H 0.41323 0.01408 3.32146
H -0.32750 1.41737 -4.11715
H 3.36020 0.20008 -1.90956
H -1.75535 3.97273 -1.76103
H -1.51244 -3.37168 2.65899
H -0.89523 -1.20288 2.49526
H 1.36241 1.92209 1.70892
H 0.44717 -0.57416 -5.91858
H -2.80249 3.14543 0.69567
H -3.99765 -2.73748 5.49500
H 1.66810 0.32209 -5.16516
H -2.12112 -0.03217 -3.59761
H -4.11912 -1.98015 3.47512
H 3.15331 0.00256 0.81165
H -3.80323 3.08552 -0.55704
```

As for the charge: -1. The value obtained for the total energy is -1498.52083 hartree. Its gap between HOMO and LUMO is 9.56 eV. The value obtained for the HOMO energy is -6.75 eV.

Density functional theory data (ωB97M-V with the def2-TZVPD basis set) for C8H28BKO8 as an isolated structure at a distorted geometry.

Structure (XYZ):
```
46
C8H28BKO8 | the Open Molecules 2025 dataset | ωB97M-V with the def2-TZVPD basis set
K 0.46264 -0.92769 0.63482
O 2.90125 3.73955 1.20322
O -3.35316 -3.62029 0.38026
O 2.99119 -3.52166 -2.58971
O 2.79884 6.21762 0.10747
O -3.31494 6.30379 1.00330
O 1.71434 -6.28075 -2.37721
O -3.35425 2.68750 0.39290
O -2.56716 -2.64344 -2.48013
C 2.82954 -4.50844 -3.63538
C -3.41710 4.91853 1.28912
C -4.14643 -3.49537 -0.82974
C 2.93153 -5.93531 -3.01049
C 3.29294 4.75186 2.10274
C -3.37303 -3.75754 -2.12510
C 2.63200 6.12155 1.55209
C -3.08940 4.04012 0.09469
B 2.29124 -2.52773 4.36556
H 2.89642 -2.74392 3.49881
H -3.52794 4.36603 -0.84848
H 2.60579 7.10418 -0.20617
H -4.90834 -4.26870 -0.73204
H -4.24345 2.40869 0.16228
H 1.77300 -6.13565 -1.43006
H 1.99491 -1.49481 4.26810
H 1.87877 -4.41408 -4.16001
H -4.41388 4.73388 1.68968
H 2.90095 -2.63229 5.24963
H -4.14614 -3.71363 -2.89222
H 3.57365 -4.27403 -4.39659
H -1.87029 -2.82410 -3.11522
H 3.75382 -6.04656 -2.30370
H -4.02488 -3.61162 1.06607
H -3.42446 6.75443 1.84385
H 1.41677 -3.15942 4.38810
H 4.38000 4.82055 2.14393
H -2.01901 4.14796 -0.08059
H 3.77374 -3.05779 -2.89638
H 2.81368 4.51630 3.05296
H 1.57646 6.19832 1.81296
H 3.17616 -6.69374 -3.75416
H -4.59361 -2.50313 -0.88966
H 3.12601 6.96249 2.03879
H 2.96254 4.05315 0.29796
H -2.81280 4.65429 2.15694
H -2.84794 -4.70922 -2.04329
```

As for the energy above the lowest of the compared OMol25 structures with the same formula, charge and spin: 4.534 eV. As for the charge: 0. The value obtained for the total energy is -1548.04912 hartree. Its gap between HOMO and LUMO is 6.06 eV. The value obtained for the HOMO energy is -7.12 eV.